Entry 1:
The following is a quantum chemistry calculation of a molecular structure, C9H22N5 at a distorted geometry, from the OMol25 dataset.

For the energy above the lowest of the compared OMol25 structures with the same formula, charge and spin, the calculation gives 70.9 kcal per mole. Its charge is +1. The total energy comes out at -17128.8900 eV. Its HOMO energy is -13.4 eV.

Atoms and positions in Å:
1 H -1.290 1.236 -0.861
2 H 1.955 -0.569 2.298
3 C 2.391 1.432 2.283
4 C 1.145 -0.172 -1.323
5 C 0.467 0.201 1.213
6 H -3.860 0.244 -0.723
7 N -0.425 0.272 2.302
8 H -1.312 -2.330 -2.151
9 H -1.784 -0.862 0.508
10 H -3.609 1.108 -2.085
11 H 0.699 -1.781 0.229
12 N 0.188 2.000 0.503
13 H -3.501 -0.654 -2.128
14 N -0.660 2.397 1.259
15 H 0.965 0.840 -1.527
16 N 1.906 0.242 1.620
17 H 2.252 2.140 1.480
18 H -1.204 -0.345 2.168
19 H -1.080 -3.151 -0.754
20 C 0.301 -0.733 -0.090
21 H 0.823 -0.801 -2.183
22 C -3.231 0.260 -1.559
23 H 1.934 1.784 3.264
24 H 3.075 -0.461 -2.432
25 C 2.622 -0.542 -1.364
26 H -1.175 0.267 -2.376
27 C -1.567 -2.290 -1.136
28 C -1.728 0.276 -1.363
29 H 2.329 -0.166 0.806
30 N -1.176 1.627 2.173
31 H 3.428 1.405 2.363
32 H 3.284 0.016 -0.708
33 C -1.267 -0.833 -0.456
34 H -2.607 -2.504 -1.170
35 H 3.008 -1.642 -1.120
36 H -1.298 2.088 3.043

Calculated atomic charges, method Mulliken, unit e: number 1, H, carries 0.340; number 2, H, carries 0.457; number 3, C, carries -0.838; number 4, C, carries -0.581; number 5, C, carries -0.259; number 6, H, carries 0.403; number 7, N, carries -0.378; number 8, H, carries 0.438; number 9, H, carries 0.264; number 10, H, carries 0.421; number 11, H, carries 0.397; number 12, N, carries -0.100; number 13, H, carries 0.329; number 14, N, carries -0.360; number 15, H, carries 0.361; number 16, N, carries 0.206; number 17, H, carries 0.454; number 18, H, carries 0.503; number 19, H, carries 0.463; number 20, C, carries 0.087; number 21, H, carries 0.368; number 22, C, carries -1.528; number 23, H, carries 0.259; number 24, H, carries 0.358; number 25, C, carries -1.371; number 26, H, carries 0.183; number 27, C, carries -1.748; number 28, C, carries -0.255; number 29, H, carries 0.062; number 30, N, carries -0.010; number 31, H, carries 0.441; number 32, H, carries 0.499; number 33, C, carries 0.055; number 34, H, carries 0.465; number 35, H, carries 0.300; number 36, H, carries 0.313



Entry 2:
The following is a quantum chemistry calculation of 3 unconnected molecules or ions with the total composition C34H75IN6O8PS at a distorted geometry, from the OMol25 dataset.

Its charge is +1. The total energy comes out at -89997.9093 eV. Its HOMO energy is -11.2 eV.

Atoms and positions in Å:
1 H 0.226 6.588 2.564
2 H -4.965 2.647 -0.268
3 H -8.032 -1.239 -0.265
4 H -0.164 1.973 -4.592
5 H 2.444 -0.924 -1.784
6 C -6.350 -1.461 -1.942
7 N -3.510 0.192 -1.317
8 C -0.829 2.812 -0.206
9 C 4.803 -2.788 1.671
10 C 9.718 -4.517 4.670
11 O -0.890 6.378 -1.035
12 H 3.446 -5.014 2.855
13 P -5.515 0.015 0.607
14 H 13.582 -5.151 6.799
15 H -8.505 -0.408 -3.467
16 H 0.877 4.764 0.175
17 C -6.110 3.143 -4.462
18 H 9.254 -4.692 2.561
19 H -10.279 2.624 -2.294
20 H -1.528 3.600 1.901
21 H -5.649 4.915 -2.327
22 H 4.984 -3.321 4.457
23 H 6.832 -3.401 2.015
24 H 9.104 -3.619 4.808
25 H 1.003 -0.361 -2.953
26 C -0.551 3.254 1.348
27 C 12.587 -5.604 6.859
28 C 12.197 -6.232 5.529
29 N -4.121 6.057 -3.818
30 H -6.119 4.313 -4.467
31 C 5.850 -3.563 2.475
32 H 1.538 7.498 -0.189
33 C 0.424 4.610 1.268
34 O -1.853 8.108 0.489
35 H -9.838 4.178 -1.305
36 C -2.276 2.384 -3.693
37 H -6.411 -2.031 -2.991
38 H 11.221 -6.720 5.626
39 H -8.284 -2.601 -1.544
40 H 2.195 -4.493 0.104
41 H 11.261 -3.446 3.618
42 H 0.219 2.578 -0.711
43 H -7.766 4.752 -2.817
44 H 0.829 3.624 -2.685
45 C 2.847 -4.408 2.168
46 H 0.715 -2.892 -2.184
47 C 3.355 -2.964 2.144
48 H 8.130 -5.545 3.632
49 H -2.464 3.341 -4.382
50 C -0.357 5.988 1.716
51 C 11.178 -4.086 4.505
52 O -7.012 0.937 0.868
53 H -10.040 -1.022 -2.438
54 H 1.368 4.519 1.983
55 H -9.016 0.495 -1.892
56 H 11.874 -4.835 7.167
57 H 0.825 -2.365 -0.378
58 O 0.831 8.162 0.120
59 H 2.705 -2.368 1.491
60 H -6.155 2.839 -5.619
61 C 5.924 -3.135 3.933
62 H -7.476 1.664 -3.180
63 N -0.039 3.725 -3.258
64 C -9.371 3.263 -1.867
65 C -7.563 2.613 -3.857
66 H 9.728 -6.225 3.321
67 C 9.183 -5.290 3.475
68 C 12.187 -5.233 4.370
69 H 6.709 -3.697 4.451
70 H -3.571 -0.394 -3.513
71 H -1.580 0.808 0.309
72 H -9.207 4.241 -3.919
73 C -4.572 4.482 -2.190
74 C -3.113 -0.683 -2.476
75 H -1.433 5.796 2.147
76 H 3.245 -2.536 3.147
77 O -3.527 5.264 -2.905
78 C 2.828 -5.059 0.794
79 H -4.869 1.442 -4.085
80 H -4.297 4.578 -1.033
81 O -3.724 5.684 -4.931
82 H 11.456 -3.454 5.357
83 H 5.049 -1.719 1.704
84 H 11.998 -5.778 3.438
85 H -7.734 0.334 1.214
86 H 1.826 -4.410 2.570
87 H 0.079 2.464 1.969
88 C -2.701 1.470 -1.374
89 C -5.254 2.108 -1.294
90 H -8.740 2.625 -1.110
91 O -1.639 -0.814 -2.489
92 H -5.649 -2.142 -1.282
93 C 1.287 -0.702 -1.870
94 H 9.595 -5.114 5.580
95 C -4.476 2.846 -2.533
96 O -5.834 -0.129 -2.244
97 H 3.831 -5.130 0.366
98 C -8.427 3.834 -3.112
99 H -1.230 3.782 -0.771
100 H 2.427 -6.076 0.866
101 H 0.151 4.223 -4.158
102 H -3.528 -1.776 -2.232
103 H 13.189 -4.799 4.266
104 N -1.719 1.604 -0.384
105 H -8.257 2.288 -4.773
106 H 5.659 -4.640 2.418
107 C 0.413 -2.020 -1.437
108 H 0.960 0.175 -1.138
109 H -1.505 -1.423 -0.346
110 N -2.968 2.558 -2.374
111 H -0.260 1.533 -2.742
112 H 6.162 -2.070 4.014
113 H -6.443 2.205 -1.341
114 H 4.882 -3.081 0.617
115 C -7.936 -1.468 -1.408
116 C -4.988 0.456 -1.217
117 H 12.610 -6.367 7.644
118 N -4.901 2.469 -3.909
119 I -3.947 0.925 2.260
120 C -1.230 -1.765 -1.433
121 S -0.607 7.201 0.269
122 H -2.540 1.371 -4.267
123 H 12.916 -7.027 5.297
124 C -0.609 2.328 -3.550
125 H -1.731 -2.836 -1.589
126 C -8.934 -0.580 -2.374

Results of the Mulliken charge analysis, in e, for atoms 1 through 99: number 1, H, carries 0.335; number 2, H, carries 0.418; number 3, H, carries 0.151; number 4, H, carries 0.476; number 5, H, carries 0.364; number 6, C, carries -0.592; number 7, N, carries 1.243; number 8, C, carries -0.406; number 9, C, carries -0.816; number 10, C, carries -0.126; number 11, O, carries -0.507; number 12, H, carries 0.327; number 13, P, carries 0.055; number 14, H, carries 0.295; number 15, H, carries 0.186; number 16, H, carries 0.236; number 17, C, carries -0.780; number 18, H, carries 0.234; number 19, H, carries 0.232; number 20, H, carries 0.224; number 21, H, carries 0.127; number 22, H, carries 0.313; number 23, H, carries 0.246; number 24, H, carries 0.255; number 25, H, carries 0.252; number 26, C, carries -0.575; number 27, C, carries -1.188; number 28, C, carries -0.342; number 29, N, carries 0.117; number 30, H, carries 0.242; number 31, C, carries -0.207; number 32, H, carries 0.387; number 33, C, carries -0.330; number 34, O, carries -0.592; number 35, H, carries 0.345; number 36, C, carries -0.353; number 37, H, carries 0.330; number 38, H, carries 0.243; number 39, H, carries 0.380; number 40, H, carries 0.039; number 41, H, carries 0.394; number 42, H, carries 0.137; number 43, H, carries 0.240; number 44, H, carries 0.201; number 45, C, carries -0.476; number 46, H, carries 0.331; number 47, C, carries -0.447; number 48, H, carries 0.319; number 49, H, carries 0.286; number 50, C, carries -0.693; number 51, C, carries -0.870; number 52, O, carries -0.477; number 53, H, carries 0.366; number 54, H, carries 0.460; number 55, H, carries -0.152; number 56, H, carries 0.283; number 57, H, carries -0.022; number 58, O, carries -0.452; number 59, H, carries 0.136; number 60, H, carries 0.307; number 61, C, carries -1.000; number 62, H, carries -0.865; number 63, N, carries -0.485; number 64, C, carries -0.754; number 65, C, carries 0.691; number 66, H, carries 0.377; number 67, C, carries -1.105; number 68, C, carries -0.746; number 69, H, carries 0.177; number 70, H, carries -0.108; number 71, H, carries 0.536; number 72, H, carries 0.375; number 73, C, carries -0.469; number 74, C, carries -0.202; number 75, H, carries 0.360; number 76, H, carries 0.344; number 77, O, carries -0.229; number 78, C, carries -0.874; number 79, H, carries 0.336; number 80, H, carries 0.345; number 81, O, carries -0.239; number 82, H, carries 0.339; number 83, H, carries 0.389; number 84, H, carries 0.298; number 85, H, carries 0.333; number 86, H, carries 0.354; number 87, H, carries 0.294; number 88, C, carries -2.361; number 89, C, carries -1.341; number 90, H, carries 0.036; number 91, O, carries -0.308; number 92, H, carries 0.333; number 93, C, carries -0.594; number 94, H, carries 0.227; number 95, C, carries 0.122; number 96, O, carries -0.136; number 97, H, carries 0.282; number 98, C, carries -0.590; number 99, H, carries 0.079



Entry 3:
The following is a quantum chemistry calculation of a molecular structure, C3H8N2O2 at a distorted geometry, from the OMol25 dataset.

For the energy above the lowest of the compared OMol25 structures with the same formula, charge and spin, the calculation gives 39.7 kcal per mole. The total energy comes out at -10315.2322 eV. Its HOMO energy is -8.8 eV.

Atoms and positions in Å:
1 H 0.731 0.078 1.178
2 H -2.138 1.244 0.105
3 C 2.145 -1.143 0.883
4 H 0.481 0.091 -1.025
5 C -1.151 0.802 0.042
6 H -0.951 -0.375 1.695
7 H 3.183 -1.492 0.780
8 H -0.562 1.248 1.954
9 N -1.108 0.457 -2.346
10 C -0.563 0.381 -1.072
11 N -0.538 0.466 1.317
12 H -0.639 -0.124 -3.016
13 O 1.931 0.117 1.102
14 H -2.091 0.235 -2.370
15 O 1.270 -1.986 0.773

Calculated atomic charges, method Mulliken, unit e: number 1, H, carries 0.338; number 2, H, carries 0.357; number 3, C, carries 0.061; number 4, H, carries 0.237; number 5, C, carries -0.476; number 6, H, carries 0.330; number 7, H, carries 0.401; number 8, H, carries 0.306; number 9, N, carries -0.540; number 10, C, carries 0.023; number 11, N, carries -0.407; number 12, H, carries 0.264; number 13, O, carries -0.580; number 14, H, carries 0.245; number 15, O, carries -0.559



Entry 4:
The following is a quantum chemistry calculation of a single C5H12Si2 molecule at a distorted geometry, from the OMol25 dataset.

For the energy above the lowest of the compared OMol25 structures with the same formula, charge and spin, the calculation gives 98.3 kcal per mole. The total energy comes out at -21130.0181 eV. Its HOMO energy (alpha / beta) is -6.7 / -6.7 eV.

Atoms and positions in Å:
1 H 2.026 2.363 0.852
2 H -2.620 -0.585 -1.266
3 H 2.309 -1.253 1.172
4 H 3.852 0.482 0.033
5 H -0.750 -1.586 1.933
6 H -1.119 0.350 -2.088
7 H 1.528 -1.911 -1.268
8 C -1.665 -1.169 1.442
9 H -0.266 2.663 1.017
10 H 1.537 -0.403 -2.320
11 C 1.571 -0.871 -1.366
12 H -2.386 -0.980 2.180
13 H -2.075 -1.997 0.778
14 Si 2.395 -0.082 -0.018
15 C -2.072 0.285 -1.325
16 Si -1.164 0.305 0.354
17 H -2.614 1.265 -1.429
18 C 0.082 1.617 0.703
19 C 1.432 1.505 0.617

Calculated atomic charges, method Mulliken, unit e: number 1, H, carries 0.371; number 2, H, carries 0.319; number 3, H, carries -0.114; number 4, H, carries -0.216; number 5, H, carries 0.282; number 6, H, carries 0.239; number 7, H, carries 0.304; number 8, C, carries -1.001; number 9, H, carries 0.309; number 10, H, carries 0.400; number 11, C, carries -0.993; number 12, H, carries 0.404; number 13, H, carries 0.287; number 14, Si, carries 0.197; number 15, C, carries -0.883; number 16, Si, carries 0.498; number 17, H, carries 0.343; number 18, C, carries -0.287; number 19, C, carries -0.459



Entry 5:
The following is a quantum chemistry calculation of a molecular structure, C3H5N3, from the OMol25 dataset.

For the energy above the lowest of the compared OMol25 structures with the same formula, charge and spin, the calculation gives 46.6 kcal per mole. The total energy comes out at -7660.4348 eV. Its HOMO energy is -8.5 eV.

Atoms and positions in Å:
1 H -1.702 -0.764 1.729
2 N 1.068 0.839 -1.079
3 C -0.311 -0.267 0.385
4 H 0.861 -0.273 -1.544
5 H -0.287 -1.674 1.855
6 H 1.816 -0.942 -0.008
7 C 0.936 -0.359 -0.247
8 N -0.952 0.844 -0.021
9 N -0.910 -1.164 1.245
10 C -0.126 1.428 -0.889
11 H -0.393 2.331 -1.426

Calculated atomic charges, method Mulliken, unit e: number 1, H, carries 0.272; number 2, N, carries -0.509; number 3, C, carries 0.595; number 4, H, carries 0.362; number 5, H, carries 0.250; number 6, H, carries 0.397; number 7, C, carries -0.611; number 8, N, carries -0.592; number 9, N, carries -0.507; number 10, C, carries -0.051; number 11, H, carries 0.392



Entry 6:
The following is a quantum chemistry calculation of a gas-phase ion, C8H10N2O4S (charge -2) at a distorted geometry, from the OMol25 dataset.

As for the spin multiplicity: 3. Its charge is -2. The total energy comes out at -30459.2456 eV. Its HOMO energy (alpha / beta) is 2.3 / -1.1 eV.

Atoms and positions in Å:
1 O -3.963 -1.134 0.793
2 C -0.110 -3.573 1.221
3 H 0.284 -3.487 0.185
4 H 2.808 3.766 -2.189
5 N -0.259 -1.407 2.427
6 O 0.929 2.007 -0.369
7 H -0.642 -0.484 2.413
8 C -0.680 -2.106 1.506
9 C -2.829 -0.765 1.021
10 N -0.364 0.243 -0.412
11 C -0.632 -0.997 -0.685
12 S -0.218 -1.972 -1.916
13 O -0.413 1.840 -2.143
14 H -2.130 -2.712 0.048
15 H 0.523 3.568 -1.491
16 C 1.354 3.270 -0.720
17 H 0.674 -3.915 1.989
18 H -0.836 -4.286 1.171
19 H 2.864 2.014 -1.771
20 H 3.639 3.178 -0.716
21 C 2.742 3.062 -1.384
22 H 1.453 4.005 0.012
23 O -2.428 0.306 1.560
24 C -0.064 1.339 -1.053
25 C -1.702 -1.759 0.504

Calculated atomic charges, method Mulliken, unit e: number 1, O, carries -0.729; number 2, C, carries -1.092; number 3, H, carries 0.159; number 4, H, carries 0.311; number 5, N, carries -0.974; number 6, O, carries -0.377; number 7, H, carries 0.429; number 8, C, carries 0.587; number 9, C, carries 0.242; number 10, N, carries -0.061; number 11, C, carries 0.233; number 12, S, carries -0.428; number 13, O, carries -0.757; number 14, H, carries 0.434; number 15, H, carries 0.290; number 16, C, carries -0.394; number 17, H, carries 0.299; number 18, H, carries 0.383; number 19, H, carries 0.259; number 20, H, carries 0.286; number 21, C, carries -1.021; number 22, H, carries 0.361; number 23, O, carries -0.713; number 24, C, carries 0.411; number 25, C, carries -0.137